Entry from the Open Molecules 2025 dataset: a cluster of 8 separate species, C4H27N2O8 in total (wB97M-V/def2-TZVPD).

Geometry as XYZ:
```
41
Properties=species:S:1:pos:R:3
O -0.93178 -2.23957 -1.49914
O 2.58373 0.79088 1.59128
O -1.59142 1.51548 2.06612
O -3.45731 0.61074 0.19287
O -1.84528 -1.44373 2.77686
O 0.90231 -1.23681 2.97711
O 1.45374 -3.54412 -0.27154
O 2.44973 -0.57426 -0.82818
N 0.63462 2.12966 -2.19510
N -1.23907 0.38175 -1.23222
C 1.38680 1.17701 -2.90049
C -0.85377 0.79492 1.10337
C -0.94339 1.56879 -0.27269
C 0.46580 2.00195 -0.73852
H 1.19698 1.02959 -3.96566
H 1.50829 0.22219 -2.37039
H 0.85465 3.09798 -2.44408
H 0.08009 -0.75186 3.09501
H -2.11734 -0.11834 -1.09955
H -1.25734 0.72891 -2.19263
H -1.39645 -2.82422 -2.10401
H -1.15774 -0.23423 0.98465
H 2.48837 1.35370 -2.83592
H 2.03990 -1.16741 -0.19082
H 1.23615 1.32260 -0.36256
H -1.62898 -2.37356 2.89114
H 2.41398 1.72359 1.73170
H -0.22026 -2.72630 -1.05759
H -1.75056 2.27539 -0.17001
H 1.80507 -3.40924 0.61501
H -2.78476 -1.39420 2.56685
H 0.66831 3.00212 -0.35156
H 0.81424 -1.61150 2.10331
H 2.18244 -3.58917 -0.86120
H -0.51023 -0.32976 -1.19673
H 0.19652 0.89636 1.38057
H -4.00494 0.75896 -0.58611
H 2.60306 0.29509 2.41866
H -1.93193 0.87816 2.69245
H 3.20388 -0.34761 -0.25673
H -3.54614 1.36008 0.79647
```

## Properties
- HOMO level (alpha / beta): -17.1 / -17.1 eV
- 2S+1: 2
- <S²>: 0.754
- ΔE to the lowest compared entry with this formula, charge and spin: 0.0 kcal/mol
- Charge: +2
- M: 231.27 g/mol
- Max |F|: 3.67 eV/Å
- Orbital gap (alpha / beta): 11.0 / 5.8 eV

Entry from the Open Molecules 2025 dataset: a cluster of 9 separate species, C4H27N2O9 in total (wB97M-V/def2-TZVPD).

Geometry as XYZ:
```
42
Properties=species:S:1:pos:R:3
O -0.00887 3.29789 1.36624
O 0.67493 1.38645 0.01903
O -2.79549 -1.23920 -3.20332
O -0.82975 4.80609 -0.68287
O 2.13992 0.06675 2.27763
O 1.15176 -3.44273 -0.04544
O 3.29919 1.25174 -0.26658
O 0.78604 -3.61018 2.97766
O 2.92923 -1.06218 -1.89963
N -1.39868 1.13730 -1.16866
N -0.62475 -1.05038 1.07990
C 0.11511 0.94936 -1.14823
C -1.71278 -0.96542 0.13127
C -2.73748 -1.99590 0.59739
C -2.24887 0.41078 -0.20121
H 1.78838 0.51794 1.48446
H 2.29607 1.31599 -0.30995
H 0.30185 -2.77319 2.99030
H -0.31011 -0.25906 1.62149
H 3.64848 1.42542 0.61575
H 1.40698 0.09697 2.90230
H 2.01230 -3.33317 -0.46342
H -0.77396 2.74964 1.57634
H 2.99518 -1.01539 -0.93943
H -0.53095 4.40150 -1.50384
H -3.00774 -0.64580 -2.44652
H -0.26024 4.36988 -0.00512
H 0.28595 -1.37646 0.76931
H -2.38747 0.88337 0.77153
H -1.36661 -1.33836 -0.89411
H 0.62081 2.53936 1.00597
H -2.27595 -2.90085 0.99260
H -1.59083 2.09809 -0.92302
H 0.50114 -3.34023 -0.74704
H 2.75965 -0.16499 -2.19437
H 1.53307 -3.40257 2.40675
H -3.20641 -1.52391 1.47076
H -3.21674 0.25248 -0.68337
H -2.85392 -0.57665 -3.90333
H 0.35832 -0.09934 -1.36897
H -3.52780 -2.07056 -0.16286
H 0.40969 1.67009 -1.96690
```

## Properties
- HOMO level: -5.4 eV
- ΔE to the lowest compared entry with this formula, charge and spin: 40.4 kcal/mol
- Charge: -1
- M: 247.26 g/mol
- Max |F|: 2.90 eV/Å
- Orbital gap: 8.4 eV

Entry from the Open Molecules 2025 dataset: a cluster of 10 separate species, C4H27NO9 in total (wB97M-V/def2-TZVPD).

Geometry as XYZ:
```
41
Properties=species:S:1:pos:R:3
O 2.48142 -0.47351 3.36666
O -2.33901 0.84386 0.29807
O 0.24940 -3.14159 2.63635
O -1.13610 3.01185 -1.58540
O -2.16305 -2.81854 0.61422
O 1.28286 1.53158 -2.36698
O -1.18696 -0.96826 2.45477
O -0.60919 -0.19383 -2.95667
O -2.70845 1.55017 -3.22225
N 1.60788 1.05658 0.63384
C 2.24446 -1.12548 -0.25767
C 0.59768 1.84854 1.43839
C 2.15704 -2.14771 -1.09049
C 1.12719 -0.30571 0.30301
H -2.19664 0.74639 -3.41736
H -1.48215 -1.75198 1.95955
H -0.07447 0.39007 -2.38694
H -1.45417 2.97405 -2.49073
H -0.08448 -2.68749 1.86715
H -0.73703 0.22414 -3.80950
H 0.13903 -2.53691 3.37694
H -0.28408 2.26862 0.88975
H -1.72416 1.20253 -0.36075
H 0.19667 0.09278 -0.29865
H 0.59921 -0.78003 1.13311
H -2.25991 -1.95761 0.17928
H 1.26113 -2.56516 -1.53280
H 2.31860 0.91542 1.45366
H 3.03442 -2.74715 -1.21080
H -1.25263 -0.30318 1.75055
H 1.96421 -1.19688 2.95487
H 0.20419 1.34445 2.33047
H 1.94990 0.81141 -2.41725
H 1.65940 2.08284 -1.66360
H 1.10966 2.81874 1.56549
H -3.34301 1.28556 -2.52780
H -3.18501 1.26418 0.11836
H 1.79892 0.19307 3.50749
H -0.29518 3.43482 -1.41868
H 3.20354 -0.70581 0.03444
H -2.67113 -3.48478 0.14793
```

## Properties
- HOMO level: -9.6 eV
- ΔE to the lowest compared entry with this formula, charge and spin: 88.3 kcal/mol
- Structure (SMILES): C=CCNC.O.O.O.O.O.O.O.O.O
- M: 233.26 g/mol
- Max |F|: 3.81 eV/Å
- Orbital gap: 9.7 eV

Entry from the Open Molecules 2025 dataset: a cluster of 10 separate species, C4H27NO9 in total (wB97M-V/def2-TZVPD).

Geometry as XYZ:
```
41
Properties=species:S:1:pos:R:3
O 2.07686 3.38495 0.59055
O -3.74416 0.77458 -1.79157
O -1.40445 3.43881 0.29895
O 4.18393 -1.59128 1.29534
O 3.66265 0.04937 -2.30182
O 1.74485 -1.18154 -3.55008
O 1.58930 -2.37313 0.23462
O -4.33996 0.89951 1.75847
O 0.64470 1.18974 -2.64983
N 0.92376 0.36861 0.20731
C -1.55326 -1.73209 1.76941
C -2.58063 -2.72765 1.29958
C 0.16127 0.09147 1.44372
C -0.78280 -0.96812 0.97847
H 3.46707 0.32234 -1.37165
H 1.24271 1.37569 0.13337
H 3.27407 -0.70832 -2.60737
H -0.39230 1.03446 1.71192
H -1.48052 2.94354 -0.44324
H -4.70670 0.19869 1.28400
H 1.14070 -1.68138 -0.35249
H 4.27080 -1.25338 2.31177
H 1.34426 -1.63720 -4.29284
H 4.03561 -2.58156 1.26068
H 1.21989 3.55578 1.17841
H -3.40813 0.49428 1.89173
H -0.82927 -0.97503 -0.15595
H 1.87673 -0.08699 0.40711
H 1.45870 -0.29358 -3.57769
H 1.02458 -3.07128 0.23432
H 3.02716 3.72819 0.84643
H -3.22864 -2.16870 0.65886
H 0.71694 -0.20613 2.36783
H 0.23282 1.58604 -1.88788
H -3.89679 0.90375 -0.85531
H -2.26489 -3.62009 0.92640
H -1.72533 -1.32255 2.78040
H 1.16712 1.95373 -2.88863
H -2.23390 3.76441 0.62261
H -2.86510 1.14193 -2.04037
H -3.04966 -3.01986 2.27445
```

## Properties
- HOMO level: -9.2 eV
- ΔE to the lowest compared entry with this formula, charge and spin: 125.5 kcal/mol
- Structure (SMILES): C/C=C/CN.O.O.O.O.O.O.O.O.O
- M: 233.26 g/mol
- Max |F|: 5.52 eV/Å
- Orbital gap: 9.2 eV

What did the fourth record say?
Entry from the Open Molecules 2025 dataset: a cluster of 10 separate species, C4H27NO9 in total (wB97M-V/def2-TZVPD).

Geometry as XYZ:
```
41
Properties=species:S:1:pos:R:3
O 2.07686 3.38495 0.59055
O -3.74416 0.77458 -1.79157
O -1.40445 3.43881 0.29895
O 4.18393 -1.59128 1.29534
O 3.66265 0.04937 -2.30182
O 1.74485 -1.18154 -3.55008
O 1.58930 -2.37313 0.23462
O -4.33996 0.89951 1.75847
O 0.64470 1.18974 -2.64983
N 0.92376 0.36861 0.20731
C -1.55326 -1.73209 1.76941
C -2.58063 -2.72765 1.29958
C 0.16127 0.09147 1.44372
C -0.78280 -0.96812 0.97847
H 3.46707 0.32234 -1.37165
H 1.24271 1.37569 0.13337
H 3.27407 -0.70832 -2.60737
H -0.39230 1.03446 1.71192
H -1.48052 2.94354 -0.44324
H -4.70670 0.19869 1.28400
H 1.14070 -1.68138 -0.35249
H 4.27080 -1.25338 2.31177
H 1.34426 -1.63720 -4.29284
H 4.03561 -2.58156 1.26068
H 1.21989 3.55578 1.17841
H -3.40813 0.49428 1.89173
H -0.82927 -0.97503 -0.15595
H 1.87673 -0.08699 0.40711
H 1.45870 -0.29358 -3.57769
H 1.02458 -3.07128 0.23432
H 3.02716 3.72819 0.84643
H -3.22864 -2.16870 0.65886
H 0.71694 -0.20613 2.36783
H 0.23282 1.58604 -1.88788
H -3.89679 0.90375 -0.85531
H -2.26489 -3.62009 0.92640
H -1.72533 -1.32255 2.78040
H 1.16712 1.95373 -2.88863
H -2.23390 3.76441 0.62261
H -2.86510 1.14193 -2.04037
H -3.04966 -3.01986 2.27445
```

## Properties
- HOMO level: -9.2 eV
- ΔE to the lowest compared entry with this formula, charge and spin: 125.5 kcal/mol
- Structure (SMILES): C/C=C/CN.O.O.O.O.O.O.O.O.O
- M: 233.26 g/mol
- Max |F|: 5.52 eV/Å
- Orbital gap: 9.2 eV